Record 1
The following is a DFT calculation (wB97M-V/def2-TZVPD) of one molecule with the formula C11H11FN2.

```
! RIJCOSX wB97M-V def2-TZVPD def2/J DEFGRID3
* xyz 0 1
N 0.64 1.97 -0.27
N 1.48 0.92 -0.68
C 2.61 1.29 -1.39
C 3.31 0.13 -1.65
C 2.63 -0.94 -1.02
C 1.49 -0.41 -0.48
C 0.45 -1.47 0.48
F 0.47 -2.71 -0.16
C -0.85 -0.80 0.59
C -1.10 -0.04 1.75
C -2.23 0.78 1.68
C -3.22 0.51 0.75
C -3.03 -0.44 -0.25
C -1.83 -1.10 -0.32
H 0.67 1.93 0.76
H -0.31 1.71 -0.60
H 2.61 2.30 -1.80
H 4.35 0.04 -1.99
H 3.03 -1.99 -0.81
H 1.06 -1.60 1.46
H -0.39 0.04 2.56
H -2.35 1.26 2.57
H -4.14 0.88 1.00
H -3.81 -0.47 -1.12
H -1.56 -1.79 -1.05
*
```

Properties
HOMO level (eV): -8.188
ΔE to the lowest compared entry with this formula, charge and spin (kJ/mol): 303.7
SMILES: Nn1cccc1[C@H](F)c1ccccc1
Frontier orbital gap (eV): 8.898
F_max (eV/A): 4.8

***

Record 2
The following is a DFT calculation (wB97M-V/def2-TZVPD) of a 3-piece molecular cluster, C14H29NO7S3 overall.

```
! RIJCOSX wB97M-V def2-TZVPD def2/J DEFGRID3
* xyz 0 1
N 3.16 4.20 1.23
C 3.01 3.63 -0.12
C 2.37 4.56 -1.16
C 0.84 4.59 -1.23
C 0.21 3.19 -1.24
C -0.81 2.90 -0.13
C -0.67 3.78 1.07
O -1.06 5.13 0.67
S 0.17 5.82 -0.07
O 1.14 6.18 0.90
O -0.34 6.89 -0.85
H 3.44 5.17 1.19
H 3.87 3.66 1.71
H 3.99 3.38 -0.52
H 2.48 2.69 -0.02
H 2.69 4.18 -2.12
H 2.76 5.57 -1.09
H 0.59 5.06 -2.17
H -0.30 3.06 -2.18
H 0.95 2.41 -1.21
H -1.82 2.94 -0.52
H -0.67 1.88 0.20
H -1.40 3.48 1.80
H 0.33 3.80 1.48
O 0.03 -2.20 0.11
S 0.49 -1.27 -0.89
O 0.91 0.06 -0.52
C 1.78 -2.06 -1.85
C 1.02 -2.76 -2.98
C -0.04 -1.76 -3.46
C -0.73 -1.19 -2.21
H 2.34 -2.74 -1.21
H 2.43 -1.28 -2.23
H 1.69 -3.05 -3.78
H 0.54 -3.66 -2.60
H 0.45 -0.95 -4.01
H -0.76 -2.22 -4.12
H -1.03 -0.15 -2.33
H -1.58 -1.79 -1.90
O -1.39 -7.02 3.08
S -1.80 -6.09 2.06
O -1.85 -6.48 0.68
C -3.37 -5.38 2.54
C -3.00 -4.15 3.37
C -1.84 -3.48 2.62
C -0.84 -4.58 2.23
H -3.95 -6.12 3.09
H -3.89 -5.09 1.63
H -3.84 -3.48 3.50
H -2.66 -4.47 4.36
H -2.22 -2.99 1.72
H -1.36 -2.71 3.22
H -0.35 -4.37 1.29
H -0.10 -4.74 3.01
*
```

Properties
HOMO level (eV): -9.068
ΔE to the lowest compared entry with this formula, charge and spin (kJ/mol): 0.0
SMILES: NCC[C@H]1CCCOS1(=O)=O.O=S1(=O)CCCC1.O=S1(=O)CCCC1
Frontier orbital gap (eV): 9.294
F_max (eV/A): 1.2

***

Record 3
The following is a DFT calculation (wB97M-V/def2-TZVPD) of an isolated ion of composition C3H6N2O2 and charge +1.

```
! RIJCOSX wB97M-V def2-TZVPD def2/J DEFGRID3
* xyz 1 2
O 1.69 -1.70 0.06
C 0.97 -0.76 0.08
N 0.40 -0.35 1.29
C -0.81 0.25 1.50
O -1.33 0.93 0.64
C 0.63 0.14 -1.08
N -0.76 0.29 -1.40
H 0.68 -0.97 2.04
H -1.23 -0.03 2.47
H 1.01 1.14 -0.85
H 1.29 -0.14 -1.92
H -1.63 0.02 -0.95
H -0.89 1.20 -1.87
*
```

Properties
HOMO level (spin up / spin down) (eV): -15.638 / -15.594
ΔE to the lowest compared entry with this formula, charge and spin (kJ/mol): 58.4
Frontier orbital gap (spin up / spin down) (eV): 11.335 / 7.583
F_max (eV/A): 2.3
<S²>: 0.7548

***

Record 4
The following is a DFT calculation (wB97M-V/def2-TZVPD) of C38H32Cl5NOPSY as an isolated structure.

```
! RIJCOSX wB97M-V def2-TZVPD def2/J DEFGRID3
* xyz 0 1
Y 0.00 0.00 0.00
C -0.36 2.96 0.25
C -0.18 2.54 1.56
C 1.03 2.01 1.96
C 2.06 1.89 1.06
C 1.89 2.31 -0.25
C 0.68 2.84 -0.65
H -1.30 3.37 -0.06
H -0.99 2.64 2.27
H 1.16 1.68 2.98
H 3.00 1.46 1.36
H 2.70 2.22 -0.95
H 0.54 3.15 -1.68
Cl 0.59 -1.12 2.36
C 1.40 -2.20 0.89
C 1.31 -1.94 -0.57
C 1.93 -2.78 -1.48
Cl 1.75 -2.36 -3.15
C 2.64 -3.90 -1.03
Cl 3.40 -4.94 -2.20
C 2.73 -4.18 0.35
Cl 3.62 -5.58 0.88
C 2.12 -3.34 1.32
Cl 2.25 -3.71 3.01
N -2.10 0.32 0.95
P -3.44 -0.44 0.34
C -4.85 0.00 1.34
C -6.14 -0.31 0.88
C -7.27 0.02 1.64
C -7.12 0.66 2.87
C -5.84 0.97 3.33
C -4.72 0.64 2.57
C -3.69 0.17 -1.32
C -4.09 -0.68 -2.36
C -4.30 -0.19 -3.64
C -4.12 1.17 -3.91
C -3.74 2.03 -2.88
C -3.53 1.53 -1.60
C -3.08 -2.18 0.39
C -3.80 -3.07 1.19
C -3.49 -4.43 1.20
C -2.44 -4.92 0.42
C -1.70 -4.04 -0.37
C -2.02 -2.68 -0.38
H -6.28 -0.81 -0.07
H -8.26 -0.23 1.27
H -7.99 0.92 3.46
H -5.72 1.48 4.29
H -3.73 0.89 2.96
H -4.25 -1.74 -2.17
H -4.60 -0.86 -4.44
H -4.29 1.56 -4.91
H -3.60 3.09 -3.08
H -3.24 2.22 -0.80
H -4.62 -2.71 1.81
H -4.06 -5.11 1.83
H -2.20 -5.97 0.44
H -0.88 -4.42 -0.97
H -1.43 -2.01 -1.00
C 4.76 0.93 -7.35
C 3.88 0.81 -6.13
C 2.97 -0.24 -6.01
C 2.17 -0.36 -4.87
C 2.28 0.57 -3.83
C 3.21 1.61 -3.94
C 4.00 1.73 -5.09
S 1.27 0.43 -2.34
C 0.07 1.72 -2.78
O 0.56 -0.88 -2.45
H 4.40 0.29 -8.16
H 5.78 0.63 -7.10
H 4.76 1.96 -7.71
H 2.87 -0.99 -6.80
H 1.47 -1.19 -4.79
H 3.33 2.34 -3.14
H 4.72 2.54 -5.16
H -0.38 1.50 -3.75
H 0.57 2.69 -2.81
H -0.71 1.74 -2.02
H -1.14 -0.56 -1.61
*
```

Properties
HOMO level (eV): -6.049
Frontier orbital gap (eV): 6.153
F_max (eV/A): 7.6

***

E per entry: -17279.8958; -63315.2745; -10274.1450; -127232.9966 eV